Computed, not measured: 3 unconnected molecules or ions with the total composition C20H33F10N2O8PS3 at a distorted geometry, with ωB97M-V/def2-TZVPD.

The geometry in ORCA input format:
```
! wB97M-V def2-TZVPD RIJCOSX def2/J DEFGRID3
* xyz 0 1
C 6.224 -1.259 -0.321
C 6.806 0.047 -0.891
C 5.777 1.168 -0.772
O 4.669 0.884 -1.618
C 4.157 1.971 -2.330
C 2.888 2.558 -1.685
O 3.151 2.607 -0.265
S 2.015 3.426 0.467
O 2.316 3.712 1.808
O 1.676 4.602 -0.246
C 0.519 2.369 0.281
C -0.621 3.199 0.946
C -1.930 3.198 0.169
F -2.043 4.264 -0.691
S 0.757 0.831 1.248
O 1.899 0.099 0.823
O 0.953 1.225 2.596
C -0.783 -0.223 1.326
F -0.651 -0.943 2.419
F -1.849 0.522 1.517
C -1.022 -1.214 0.182
F -1.565 -0.542 -0.830
F 0.066 -1.821 -0.191
C -2.053 -2.353 0.533
F -3.029 -1.940 1.322
F -1.382 -3.339 1.093
C -2.719 -2.927 -0.767
F -1.881 -3.061 -1.751
F -3.173 -4.126 -0.483
F -3.750 -2.192 -1.101
C 0.324 2.196 -1.244
C 1.589 1.834 -2.088
P 1.800 -0.010 -2.341
S 2.311 -0.458 -4.184
H 5.136 -1.272 -0.340
H 6.564 -2.101 -0.924
H 6.552 -1.456 0.697
H 7.634 0.338 -0.244
H 7.126 -0.061 -1.923
H 6.230 2.148 -0.930
H 5.423 1.136 0.265
H 3.936 1.660 -3.352
H 4.853 2.809 -2.429
H 2.825 3.566 -2.095
H -0.312 4.220 1.155
H -0.841 2.750 1.911
H -2.734 3.300 0.901
H -2.137 2.270 -0.365
H -0.018 3.161 -1.615
H -0.464 1.491 -1.513
H 1.370 2.179 -3.097
H 0.494 -0.509 -2.165
H 2.719 -0.546 -1.429
C -4.094 0.181 -2.418
C -3.634 1.369 -3.224
O -2.476 1.767 -3.169
N -4.540 1.995 -4.014
C -5.942 1.669 -4.204
H -3.262 -0.190 -1.861
H -4.883 0.471 -1.721
H -4.454 -0.610 -3.077
H -4.158 2.779 -4.520
H -6.120 1.453 -5.258
H -6.551 2.527 -3.915
H -6.235 0.810 -3.611
C -2.892 -4.133 6.255
C -1.844 -5.220 6.238
O -1.879 -6.166 7.007
N -0.843 -5.112 5.323
C -0.638 -4.069 4.335
H -3.618 -4.356 7.031
H -2.435 -3.167 6.473
H -3.411 -4.089 5.296
H -0.178 -5.869 5.364
H -0.637 -4.519 3.341
H 0.332 -3.600 4.511
H -1.413 -3.311 4.382
*
```

Output
Total energy (hartree): -4027.80873
Structure (SMILES): CCCOC[C@@H]1OS(=O)(=O)[C@](CCF)(S(=O)(=O)C(F)(F)C(F)(F)C(F)(F)C(F)(F)F)C[C@@H]1[PH2]=S.CNC(C)=O.CNC(C)=O

=====

Computed, not measured: a molecular structure, C20H33IKN11S at a distorted geometry, with ωB97M-V/def2-TZVPD.

The geometry in ORCA input format:
```
! wB97M-V def2-TZVPD RIJCOSX def2/J DEFGRID3
* xyz 0 1
K -0.207 0.214 0.878
N -1.594 -0.628 3.692
C -0.983 -1.780 4.384
C 0.539 -1.618 4.556
N 1.159 -1.545 3.245
C 1.876 -2.791 2.760
C 1.016 -3.742 1.928
N 0.241 -3.196 0.822
H -2.477 -0.541 4.182
H -1.105 0.186 3.940
H -1.523 -1.934 5.340
H -1.125 -2.616 3.708
H 0.712 -0.723 5.150
H 0.960 -2.465 5.108
H 1.780 -0.713 3.100
H 2.718 -2.521 2.106
H 2.321 -3.319 3.616
H 1.668 -4.531 1.580
H 0.287 -4.296 2.643
H -0.174 -3.922 0.258
H -0.492 -2.588 1.144
C 0.928 4.028 -2.276
C 0.106 3.193 -1.324
N 0.618 2.702 -0.232
N 1.971 2.847 -0.100
C 2.332 2.732 1.123
N 3.618 3.062 1.304
S 1.516 2.083 2.519
C -1.353 2.946 -1.514
C -2.157 3.835 -2.279
C -3.481 3.543 -2.472
C -4.029 2.432 -1.853
C -3.141 1.521 -1.236
N -1.828 1.775 -1.069
H 1.039 5.051 -2.014
H 0.348 3.920 -3.200
H 1.988 3.691 -2.468
H 4.124 3.382 0.497
H 3.997 3.174 2.267
H -1.747 4.770 -2.560
H -4.115 4.060 -3.159
H -5.014 2.143 -1.873
H -3.506 0.633 -0.888
I -6.003 -2.107 -1.785
C -4.061 -2.036 -1.186
C -2.979 -1.849 -2.038
N -1.942 -1.640 -1.263
N -2.198 -1.830 0.067
C -3.513 -2.022 0.112
H -3.141 -1.606 -3.095
H -0.913 -1.394 -1.501
H -4.027 -2.049 1.065
C 4.021 -0.770 -0.590
C 2.775 -0.627 -1.299
C 2.487 0.097 -2.430
C 1.139 -0.162 -2.819
N 0.696 -1.111 -2.023
N 1.639 -1.364 -1.122
C 0.286 0.341 -4.035
H 3.996 -1.679 0.036
H 4.243 0.176 -0.010
H 4.862 -0.869 -1.255
H 3.110 0.874 -2.870
H 1.380 -2.066 -0.348
H -0.529 -0.375 -4.152
H 0.847 0.244 -4.926
H 0.015 1.369 -3.868
*
```

Output
Total energy (hartree): -2680.01388

=====

LUMO level readings, ordered: 0.16 0.30 eV